Entry 1:
ORCA calculation (ωB97M-V/def2-TZVPD) on a 4-piece molecular cluster, C2H14N2O3 overall.

Values from the calculation:
HOMO level ... -9.360 eV
E ... -11423.5293 eV
Energy above the lowest of the compared OMol25 structures with the same formula, charge and spin ... 0.897 eV
LUMO level ... 0.63 eV
Max |F| ... 1.76 eV Å⁻¹

```
21
Properties=species:S:1:pos:R:3:lowdin_charge:R:1
N 0.2769 1.3782 -1.2868 -0.012
C -0.1535 1.3275 0.1008 -0.278
C -0.5335 -0.0760 0.5712 -0.275
N -1.8368 -0.2514 1.1941 -0.015
H 0.8460 2.1892 -1.4780 0.075
H -0.4953 1.4131 -1.9335 0.076
H -0.9832 2.0325 0.2924 0.108
H 0.5732 1.7798 0.7444 0.096
H -0.4098 -0.7509 -0.2746 0.096
H 0.2520 -0.3431 1.2681 0.101
H -2.5223 0.4316 0.8839 0.067
H -2.2584 -1.1403 0.9713 0.069
O -0.6385 1.7362 3.2993 -0.061
H -1.2973 1.3568 2.7127 -0.004
H -0.0316 1.1108 3.6947 0.037
O 1.7627 -3.1521 -0.4062 -0.080
H 1.7376 -2.4345 -1.0614 -0.011
H 2.6345 -3.5256 -0.5766 0.028
O 1.1199 -1.2482 -2.6192 -0.064
H 1.1284 -1.5053 -3.5457 0.045
H 0.8288 -0.3282 -2.5510 0.001
```

=====

Entry 2:
ORCA calculation (ωB97M-V/def2-TZVPD) on one molecule with the formula C5H10O.

Values from the calculation:
HOMO level ... -10.088 eV
E ... -7393.6263 eV
Energy above the lowest of the compared OMol25 structures with the same formula, charge and spin ... 1.139 eV
LUMO level ... 1.03 eV
Max |F| ... 0.42 eV Å⁻¹

```
16
Properties=species:S:1:pos:R:3:lowdin_charge:R:1
O 2.7477 -0.2247 0.2328 -0.065
C 1.4324 -0.6003 0.5943 -0.253
C 0.3553 -0.1298 -0.3797 -0.295
C -0.9800 -0.9161 -0.3445 -0.149
C -1.7634 0.4096 -0.2087 -0.172
C -0.4275 1.1692 -0.0323 -0.148
H 2.7752 0.7364 0.1581 0.086
H 1.4459 -1.6948 0.6307 0.121
H 1.1843 -0.2449 1.6103 0.121
H 0.7939 -0.1058 -1.3843 0.141
H -1.0675 -1.5688 0.5325 0.107
H -1.1969 -1.5113 -1.2369 0.103
H -2.3051 0.6861 -1.1179 0.100
H -2.4597 0.4691 0.6334 0.098
H -0.2568 1.4943 1.0014 0.104
H -0.2777 2.0317 -0.6892 0.100
```

=====

Entry 3:
ORCA calculation (ωB97M-V/def2-TZVPD) on C18H28BrN2O4 as an isolated structure.

Values from the calculation:
HOMO level ... -10.663 eV
Net charge ... +1
E ... -100306.5197 eV
Energy above the lowest of the compared OMol25 structures with the same formula, charge and spin ... 19.919 eV
LUMO level ... -2.76 eV
Max |F| ... 18.35 eV Å⁻¹

```
53
Properties=species:S:1:pos:R:3:lowdin_charge:R:1
C 1.6333 0.2957 4.9666 -0.088
H 0.9494 -0.5220 4.6375 0.060
C 1.9763 1.2075 3.6582 -0.215
H 2.4755 2.1683 4.1670 0.143
H 1.1555 1.6065 3.3132 0.025
C 3.2177 0.4848 3.0189 -0.197
C 2.6438 -0.7752 2.3112 -0.182
N 3.5079 -1.2185 1.2425 -0.007
H 3.0666 -2.0583 0.8619 0.153
H 4.2594 -1.6647 1.8696 0.204
C 4.1316 -0.5489 -0.0832 0.078
C 2.9442 0.1436 -0.7207 -0.235
C 1.8682 -0.7532 -1.0695 -0.122
C 0.7381 -0.4093 -1.7447 -0.602
C 0.3633 1.0954 -1.5062 -0.370
C 1.4578 1.7763 -0.9973 -0.132
C 2.5244 1.3189 -0.4364 -0.101
H 3.3513 1.9806 -0.1003 0.153
O 0.9121 3.2058 -1.1530 -0.136
C 1.9948 4.0354 -0.6036 -0.098
H 1.4474 5.1986 -0.6929 0.168
H 3.0154 4.0084 -1.2254 0.133
H 2.2071 3.9461 0.3811 0.017
O -0.7794 1.2004 -1.7920 0.001
C -1.5865 2.0218 -0.7600 0.153
H -2.6525 2.0288 -0.9165 0.074
C -1.5030 0.6632 0.6349 -0.407
O -0.4536 0.6162 0.9886 0.130
N -2.3144 -0.3537 0.5544 -0.152
C -3.5998 -0.4799 -0.3156 -0.061
H -3.6328 0.4303 -1.2106 0.169
C -4.8440 -0.2732 0.5528 -0.108
O -4.7924 -1.4600 1.4413 -0.183
C -3.6616 -1.2684 2.4428 -0.007
H -3.6599 -2.1290 3.0833 0.108
C -2.3426 -1.3683 1.2913 -0.222
H -1.5582 -0.9871 2.1144 0.154
H -2.1830 -2.5427 0.9834 0.187
H -3.6745 -0.3626 2.8399 0.057
H -5.5624 -0.6577 -0.1729 0.142
H -4.9884 0.3977 1.0950 0.009
H -3.2974 -1.5597 -0.8984 0.172
H -0.9796 2.6740 -0.1075 0.114
Br -0.5661 -1.5702 -2.1518 0.961
H 2.2616 -1.8124 -1.3816 0.148
H 4.5128 0.2182 0.5019 0.101
H 4.5300 -1.2811 -0.4366 0.040
H 2.0205 -1.4487 2.9875 0.148
H 1.6698 -0.1807 1.4606 0.214
H 4.1318 0.1497 3.5228 0.114
H 3.5506 1.2863 2.1627 0.138
H 2.4832 0.1121 5.5179 0.031
H 0.8214 1.0326 5.5053 0.127
```

=====

Entry 4:
ORCA calculation (ωB97M-V/def2-TZVPD) on a 2-piece molecular cluster, C2H3NOS overall.

Values from the calculation:
HOMO level ... -8.807 eV
E ... -16491.4085 eV
Energy above the lowest of the compared OMol25 structures with the same formula, charge and spin ... 3.790 eV
LUMO level ... -1.48 eV
Max |F| ... 6.86 eV Å⁻¹

```
8
Properties=species:S:1:pos:R:3:lowdin_charge:R:1
C 1.5232 -0.2744 0.6024 -0.401
C 0.3679 0.3831 0.6313 -0.573
N 2.4169 -1.0076 0.5941 0.161
O -1.3368 -0.9027 -0.6585 -0.017
S -0.0270 1.8108 0.1538 0.914
H -0.7375 -1.5183 -0.5196 -0.051
H -0.8734 -0.3874 -1.3348 0.043
H -1.3334 1.8965 0.5311 -0.077
```